1.
A 8-piece molecular cluster, H16NO6 overall at a distorted geometry, computed with the ωB97M-V functional and the def2-TZVPD basis.

- Total charge: +1
- Relative energy (zero: lowest compared OMol25 entry of this formula, charge and spin): 11.759 eV
- Highest occupied orbital energy: -14.00 eV
- LUMO level: -11.05 eV

Atoms and positions in Å:
N: 1.832 -2.435 -0.742
H: 1.547 -1.745 -1.445
H: 1.523 -2.003 0.105
H: 2.775 -2.649 -0.793
H: -1.142 2.137 0.491
H: -1.147 -4.186 -2.336
H: 0.153 -3.372 -1.584
O: -0.727 -3.379 -2.067
H: -0.372 -0.213 -2.514
H: -0.291 -1.701 -2.862
O: 0.104 -1.014 -2.454
H: -0.768 2.933 1.871
H: -0.964 4.100 3.002
O: -0.449 3.294 2.812
H: 0.925 0.100 1.559
H: -0.097 0.394 0.466
O: 0.479 -0.270 0.736
H: -1.801 1.895 -0.864
H: -2.373 2.503 -2.188
O: -2.139 1.631 -1.816
H: 0.390 1.865 3.271
H: 1.666 1.109 3.951
O: 0.878 1.006 3.403

Atoms 1-3, force components in eV/Å:
-2.13 1.63 -0.69
0.02 -0.39 -0.42
-0.27 -0.29 1.14


2.
The molecule C5H8O at a distorted geometry, computed with the ωB97M-V functional and the def2-TZVPD basis.

- Total charge: 0
- Relative energy (zero: lowest compared OMol25 entry of this formula, charge and spin): 3.452 eV
- Highest occupied orbital energy: -9.71 eV
- LUMO level: 1.18 eV
- SMILES string: C[C@H]1C[C@H]2O[C@@H]12

Atoms and positions in Å:
C: -0.614 0.694 -1.390
C: 0.438 0.009 -0.523
C: 0.748 0.633 0.885
C: 0.211 -0.673 1.503
O: -1.200 -0.848 0.838
C: -0.052 -1.261 0.188
H: -1.525 0.886 -0.816
H: -0.883 0.065 -2.248
H: -0.246 1.650 -1.778
H: 1.350 -0.182 -1.090
H: 0.173 1.510 1.187
H: 1.818 0.865 0.990
H: -0.416 -1.057 2.303
H: 0.021 -2.288 -0.143

Atoms 1-3, force components in eV/Å:
0.05 0.02 -0.03
0.18 -0.03 -0.21
-0.22 0.05 0.20


3.
C6H4BBr2F18O9P3V as an isolated structure at a distorted geometry, computed with the ωB97M-V functional and the def2-TZVPD basis.

- Total charge: -2
- Relative energy (zero: lowest compared OMol25 entry of this formula, charge and spin): 1.315 eV
- Highest occupied orbital energy (alpha / beta): -5.27 / -5.27 eV
- LUMO level (alpha / beta): 2.26 / 2.64 eV
- Spin multiplicity: 2

Atoms and positions in Å:
O: -2.806 5.403 11.547
V: -2.894 5.099 10.048
P: -0.884 6.679 8.592
F: -1.213 7.418 7.191
F: -1.595 5.225 8.259
F: 0.531 6.165 8.055
F: -0.753 6.103 10.110
F: -0.193 8.071 9.029
F: -2.339 7.159 9.202
P: -4.930 2.359 11.670
F: -5.804 1.375 12.606
F: -4.864 3.510 12.806
F: -3.471 1.852 12.169
F: -4.109 3.338 10.568
F: -4.943 1.247 10.484
F: -6.334 2.913 11.097
P: -4.525 4.465 7.119
F: -5.664 3.938 8.180
F: -5.691 5.361 6.436
F: -4.141 5.654 8.203
F: -3.464 5.074 6.062
F: -3.444 3.575 7.968
F: -4.887 3.305 6.085
O: -10.225 7.810 14.303
C: -9.584 7.148 13.535
O: -8.752 7.568 12.589
B: -8.294 6.432 11.790
O: -9.173 5.331 12.196
C: -9.959 5.690 13.167
O: -10.866 5.090 13.682
O: -8.476 6.754 10.349
C: -7.311 6.668 9.727
O: -7.114 6.844 8.568
C: -6.265 6.173 10.725
O: -6.870 6.010 11.864
O: -5.109 5.859 10.518
Br: 1.753 -0.679 10.888
C: 1.273 1.229 10.800
C: -0.245 1.336 10.732
Br: -0.840 3.141 10.396
H: 1.768 1.637 9.921
H: 1.777 1.678 11.652
H: -0.758 1.136 11.666
H: -0.598 0.732 9.902

Atoms 1-3, force components in eV/Å:
0.61 -0.10 -0.89
-3.68 0.34 0.87
1.11 3.15 -1.29


4.
C26H32IrN6O3S2 as an isolated structure at a distorted geometry, computed with the ωB97M-V functional and the def2-TZVPD basis.

- Total charge: +2
- Relative energy (zero: lowest compared OMol25 entry of this formula, charge and spin): 1.572 eV
- Highest occupied orbital energy (alpha / beta): -13.27 / -12.96 eV
- LUMO level (alpha / beta): -7.87 / -7.87 eV
- Spin multiplicity: 2

Atoms and positions in Å:
Ir: 0.327 1.090 -0.329
C: 3.310 1.294 -1.441
N: 2.323 2.074 -0.661
C: 2.998 2.489 0.600
C: 2.050 3.297 -1.470
C: 0.749 3.914 -1.067
N: -0.367 2.955 -1.288
C: -0.635 2.767 -2.731
C: -1.563 3.593 -0.670
H: 4.128 1.955 -1.738
H: 2.845 0.880 -2.334
H: 3.741 0.501 -0.841
H: 3.950 2.971 0.364
H: 3.167 1.610 1.217
H: 2.356 3.166 1.155
H: 2.046 3.018 -2.524
H: 2.871 4.007 -1.335
H: 0.548 4.837 -1.617
H: 0.755 4.145 -0.001
H: -0.751 3.740 -3.216
H: -1.560 2.205 -2.854
H: 0.173 2.216 -3.207
H: -1.634 4.627 -1.016
H: -1.463 3.568 0.413
H: -2.466 3.078 -0.987
S: -1.366 -4.526 -4.854
N: -0.005 -4.235 -4.046
C: -0.232 -3.180 -3.284
C: 0.710 -2.596 -2.348
C: 1.934 -3.151 -1.971
C: 2.638 -2.555 -0.943
C: 2.176 -1.375 -0.372
N: 1.071 -0.772 -0.813
C: 0.301 -1.419 -1.724
C: -1.049 -0.899 -1.841
N: -1.350 0.147 -1.019
C: -2.636 0.473 -0.875
C: -3.644 -0.118 -1.629
C: -3.336 -1.110 -2.537
C: -2.010 -1.540 -2.622
C: -1.551 -2.664 -3.416
N: -2.290 -3.343 -4.277
H: 2.285 -4.060 -2.443
H: 3.555 -2.990 -0.570
H: 2.679 -0.886 0.450
H: -2.848 1.233 -0.136
H: -4.665 0.208 -1.483
H: -4.100 -1.587 -3.138
C: 0.315 1.600 4.214
S: 0.040 1.389 2.483
O: -1.304 0.845 2.336
O: 1.090 0.456 2.007
O: 0.223 2.706 1.878
H: 0.106 0.661 4.723
H: -0.358 2.380 4.561
H: 1.349 1.893 4.379
C: -1.202 -2.058 1.266
C: -1.133 -2.584 2.516
C: -0.457 -3.824 2.758
C: -0.433 -4.344 4.017
C: -1.073 -3.643 5.054
C: -1.737 -2.427 4.855
C: -1.769 -1.888 3.599
H: -1.703 -1.112 1.097
H: -0.716 -2.559 0.434
H: 0.019 -4.332 1.928
H: 0.064 -5.280 4.230
H: -1.043 -4.063 6.053
H: -2.209 -1.930 5.691
H: -2.237 -0.934 3.391

Atoms 1-3, force components in eV/Å:
1.21 1.03 -4.77
-0.03 -0.03 -0.02
-0.14 0.12 0.54


5.
An isolated ion of composition C4H9FN3 and charge +1 at a distorted geometry, computed with the ωB97M-V functional and the def2-TZVPD basis.

- Total charge: +1
- Relative energy (zero: lowest compared OMol25 entry of this formula, charge and spin): 5.324 eV
- Highest occupied orbital energy: -14.91 eV
- LUMO level: -3.45 eV
- SMILES string: C[C@@H]1N(/C=N/F)[N@H+]1C

Atoms and positions in Å:
C: -1.483 -1.797 0.002
C: -0.582 -0.707 -0.242
N: 0.490 -0.362 0.566
C: 1.845 0.051 0.289
N: 2.324 -0.486 -0.726
F: 3.625 -0.113 -0.860
N: -0.531 0.562 0.520
C: -0.385 1.885 -0.107
H: -2.334 -1.881 -0.690
H: -1.794 -1.625 1.041
H: -0.965 -2.734 -0.285
H: -0.305 -0.409 -1.193
H: 2.294 0.625 1.044
H: -1.193 0.565 1.315
H: 0.598 2.243 0.265
H: -0.353 1.647 -1.217
H: -1.250 2.534 0.278

Atoms 1-3, force components in eV/Å:
-0.91 -1.24 0.11
1.30 1.36 -1.95
2.55 -0.91 3.28


6.
The molecule C2H6N2O2, computed with the ωB97M-V functional and the def2-TZVPD basis.

- Total charge: 0
- Relative energy (zero: lowest compared OMol25 entry of this formula, charge and spin): 4.910 eV
- Highest occupied orbital energy: -9.39 eV
- LUMO level: 0.34 eV

Atoms and positions in Å:
C: -1.061 0.463 -0.905
N: 0.842 0.530 -0.141
N: -1.218 -0.585 -0.120
C: 0.417 -0.985 0.148
O: 0.854 1.187 1.107
O: 0.672 -1.364 1.299
H: 0.907 0.415 1.728
H: 1.795 0.592 -0.515
H: -1.643 -0.392 0.782
H: -1.567 1.409 -0.733
H: -0.675 0.300 -1.905
H: 0.676 -1.571 -0.746

Atoms 1-3, force components in eV/Å:
0.19 -0.23 0.26
-0.23 -0.15 0.11
0.16 0.09 -0.03


7.
C4H9N3 as an isolated structure at a distorted geometry, computed with the ωB97M-V functional and the def2-TZVPD basis.

- Total charge: 0
- Relative energy (zero: lowest compared OMol25 entry of this formula, charge and spin): 5.685 eV
- Highest occupied orbital energy: -8.17 eV
- LUMO level: 0.88 eV

Atoms and positions in Å:
C: 1.966 -0.782 -0.269
N: -0.085 0.779 -0.188
C: 0.059 -0.508 0.030
N: 0.676 1.754 0.426
C: -1.852 1.128 0.204
C: -0.573 -1.671 -0.046
N: -2.986 0.700 -0.135
H: 1.319 2.159 -0.244
H: 1.147 1.453 1.275
H: -2.979 -0.270 -0.454
H: -1.803 2.142 0.637
H: 2.363 -0.806 0.744
H: 2.386 0.004 -0.893
H: 2.058 -1.739 -0.780
H: -0.047 -2.577 -0.321
H: -1.649 -1.764 0.015

Atoms 1-3, force components in eV/Å:
-3.26 0.08 0.79
-5.75 2.02 1.03
6.88 -3.16 -1.89